The ion C24H40BClN2O10P with charge +1, computed with wB97M-V/def2-TZVPD.

Summary:
SMILES = CCCCCCCCC[C@@]1(Cl)O[C@](COc2ccccc2)(ON=O)[C@@H](P(=O)(O)O)[N@+]1(C[C@H]1CO1)B(O)OCC
Total charge = +1
Energy = -2626.468945 Ha
Largest force on an atom = 2.743 eV/Å

Element x y z (Å)
C 0.926 -1.435 3.754
C 1.986 -0.383 3.406
C 3.304 -1.054 2.993
C 3.232 -1.512 1.519
C 4.518 -1.378 0.701
C 4.238 -0.941 -0.736
C 3.757 0.527 -0.822
C 2.465 0.731 -1.627
C 1.211 0.749 -0.726
C 0.028 -0.153 -1.067
Cl 0.609 -1.817 -1.278
O -0.770 -0.226 0.076
C -1.790 0.808 0.149
C -1.288 1.750 1.278
O -2.292 2.080 2.204
C -2.158 1.489 3.451
C -1.105 1.866 4.283
C -0.940 1.295 5.544
C -1.842 0.322 5.981
C -2.905 -0.037 5.157
C -3.074 0.543 3.897
O -3.016 0.191 0.391
N -2.900 -1.097 1.085
O -3.947 -1.545 1.210
C -1.767 1.317 -1.313
P -1.663 3.114 -1.637
O -0.319 3.668 -1.487
O -2.282 3.435 -3.057
O -2.688 3.643 -0.555
N -0.888 0.366 -2.141
C -0.213 1.094 -3.254
C 0.557 0.099 -4.143
C 0.302 0.291 -5.712
O 1.580 0.567 -4.810
B -1.999 -0.615 -2.664
O -2.527 -0.311 -3.888
O -2.445 -1.594 -1.888
C -2.919 -2.802 -2.524
C -1.838 -3.590 -3.217
H -0.085 -1.057 3.612
H 1.008 -1.734 4.794
H 1.040 -2.309 3.117
H 1.608 0.239 2.593
H 2.147 0.261 4.268
H 4.111 -0.336 3.118
H 3.452 -1.934 3.611
H 2.471 -0.903 1.036
H 2.854 -2.531 1.493
H 5.197 -0.643 1.134
H 5.055 -2.324 0.723
H 5.183 -1.021 -1.269
H 3.557 -1.632 -1.229
H 4.539 1.058 -1.355
H 3.674 0.951 0.177
H 2.532 1.702 -2.117
H 2.441 -0.006 -2.426
H 0.847 1.780 -0.692
H 1.503 0.486 0.280
H -0.901 2.684 0.877
H -0.459 1.237 1.755
H -0.415 2.621 3.930
H -0.112 1.629 6.149
H -1.711 -0.111 6.960
H -3.596 -0.783 5.516
H -3.924 0.251 3.300
H -2.797 1.096 -1.636
H -3.244 3.540 -3.030
H -2.605 4.605 -0.477
H 0.515 1.816 -2.905
H -0.925 1.540 -3.932
H 0.641 -0.932 -3.799
H 0.901 0.278 -6.626
H 0.158 -0.839 -5.778
H -2.015 -0.659 -4.628
H -3.764 -2.607 -3.179
H -3.318 -3.416 -1.723
H -1.315 -3.039 -4.001
H -2.272 -4.469 -3.683
H -1.117 -3.946 -2.490

=====

The ion C11H15FN3 with charge +1, computed with wB97M-V/def2-TZVPD.

Summary:
Total charge = +1
Energy = -691.877666 Ha
Largest force on an atom = 4.100 eV/Å

Element x y z (Å)
C -3.980 0.443 -0.364
C -3.473 0.684 0.873
C -3.227 -0.192 -1.339
C -2.190 0.231 1.222
C -1.922 -0.582 -1.008
C -1.368 -0.363 0.274
C 2.488 0.261 -0.101
C -0.030 -0.663 0.536
C 1.516 1.298 -0.401
C 1.576 2.683 0.096
C 0.645 -2.845 -0.384
N 2.167 -1.025 -0.130
N 3.733 0.584 0.326
N 0.829 -1.339 -0.430
F 0.692 1.076 -1.401
H -5.000 0.577 -0.609
H -4.011 1.038 1.670
H -3.432 -0.447 -2.316
H -1.803 0.521 2.187
H -1.513 -1.071 -1.837
H 0.247 -0.900 1.492
H 0.523 2.852 0.218
H 1.920 3.480 -0.607
H 1.978 2.909 1.118
H 0.978 -3.148 -1.335
H 1.340 -3.260 0.307
H -0.277 -3.248 -0.189
H 4.069 1.456 0.465
H 4.495 -0.101 0.178
H 0.711 -1.033 -1.383